Entry 1:
4
Properties=species:S:1:pos:R:3:mulliken_charge:R:1 method="wB97M-V/def2-TZVPD" gap_ev=8.64 de_lowest_ev=0.000 largest_force_ev_per_a=2.93 spin_multiplicity=1 mol_weight_g_mol=206.44
C 0.2173 0.0575 -0.0699 0.09
S -0.7372 1.2699 -0.0495 -0.14
Cl -0.4987 -1.7538 -0.0340 -0.17
I 2.3019 0.0472 0.0158 0.23


Entry 2:
4
Properties=species:S:1:pos:R:3:mulliken_charge:R:1 method="wB97M-V/def2-TZVPD" gap_ev="5.99 / 5.77" de_lowest_ev=2.142 largest_force_ev_per_a=1.33 spin_multiplicity=1 mol_weight_g_mol=206.44
C -0.2954 -0.5312 -0.1908 0.14
S -0.0533 -0.8880 -1.6464 0.03
Cl 1.7020 1.6673 0.3236 -0.64
I -1.3532 -0.2480 1.5136 0.48


Entry 3:
4
Properties=species:S:1:pos:R:3:mulliken_charge:R:1 method="wB97M-V/def2-TZVPD" gap_ev="6.53 / 6.54" de_lowest_ev=3.663 largest_force_ev_per_a=5.09 spin_multiplicity=1 mol_weight_g_mol=93.54
C -1.0634 0.6487 0.5610 -0.04
N -1.6895 1.5943 0.6359 -0.29
S 1.0862 -1.2247 0.3346 0.27
Cl 1.6666 -1.0182 -1.5316 0.06


Entry 4:
15
Properties=species:S:1:pos:R:3:mulliken_charge:R:1 method="wB97M-V/def2-TZVPD" gap_ev=1.90 de_lowest_ev=0.924 largest_force_ev_per_a=4.00 spin_multiplicity=1 total_charge=+3 mol_weight_g_mol=297.40
Na 4.1188 -1.8965 3.0008 0.95
Na -1.9692 0.8719 1.5970 0.85
Na -0.0508 2.1593 -1.7938 0.86
Na -1.9134 -1.9463 -1.2719 0.93
Na 1.9974 -3.6527 -0.9296 0.93
Na 3.5816 1.7056 1.1337 0.93
Cl 1.0774 -0.7099 0.6997 1.66
O 0.6584 0.0090 1.8673 -0.61
O 0.3987 -1.9952 0.5751 -0.69
O 0.7143 0.0848 -0.4377 -0.48
O 2.5398 -0.9568 0.7897 -0.67
C -2.8366 1.5965 -1.2553 0.52
O -2.2765 2.7557 -1.0633 -0.76
O -2.0817 0.4899 -1.1093 -0.78
O -3.9583 1.4848 -1.8025 -0.64


Entry 5:
5
Properties=species:S:1:pos:R:3:mulliken_charge:R:1 method="wB97M-V/def2-TZVPD" gap_ev=5.57 de_lowest_ev=2.802 largest_force_ev_per_a=2.05 spin_multiplicity=1 total_charge=-1 mol_weight_g_mol=111.53
C -0.2217 -0.3898 -0.9811 0.63
O -1.0088 -0.8155 -0.2442 -0.30
O 0.9990 1.0370 1.4676 -0.68
S 0.7472 0.0717 -2.1020 -0.36
Cl 0.2026 1.1413 2.8912 -0.29


Entry 6:
5
Properties=species:S:1:pos:R:3:mulliken_charge:R:1 method="wB97M-V/def2-TZVPD" gap_ev="7.71 / 6.08" de_lowest_ev=2.158 largest_force_ev_per_a=3.19 spin_multiplicity=1 mol_weight_g_mol=303.81
C 0.2244 0.8315 1.0480 0.16
F 1.5400 1.0438 1.4412 -0.13
F -0.2951 1.9839 0.6852 -0.08
I -0.4554 -0.8408 -0.3853 0.14
I -1.0139 -3.0183 -2.7892 -0.10